Formula: C23H20F4N3O3PdS
Source: the OMol25 dataset
Level of theory: ωB97M-V/def2-TZVPD

Geometry as XYZ:
```
55
Properties=species:S:1:pos:R:3:mulliken_spin:R:1
Pd -0.25634 -0.51816 -0.07818 0.819
C -2.11033 1.80097 0.63225 0.002
N -1.55421 0.64909 1.34441 0.112
C -0.91880 1.08576 2.58855 -0.012
C -2.58818 -0.34998 1.64997 -0.009
C -3.18150 -0.98004 0.40481 0.002
N -2.11436 -1.52960 -0.40483 0.086
C -2.39666 -2.38603 -1.38987 0.040
C -1.33814 -3.02372 -2.09671 -0.031
F -0.06953 -2.72110 -1.75365 -0.002
C -1.53611 -3.93627 -3.09879 0.001
F -0.45677 -4.49166 -3.68831 0.001
C -2.80045 -4.31825 -3.52057 0.000
C -3.85082 -3.70337 -2.87284 0.000
F -5.11616 -4.00437 -3.24258 0.000
C -3.67734 -2.77649 -1.86788 0.005
F -4.80650 -2.20524 -1.36550 0.000
H -2.95121 2.24070 1.19016 0.001
H -2.44656 1.50474 -0.35883 -0.005
H -1.32996 2.55010 0.51119 0.000
H -1.67302 1.46821 3.29277 0.001
H -0.20321 1.87850 2.37981 0.003
H -0.37919 0.25388 3.03754 -0.003
H -3.38138 0.11286 2.25858 0.000
H -2.10691 -1.12914 2.24439 -0.004
H -3.77877 -0.23266 -0.13496 0.001
H -3.88714 -1.74727 0.73959 0.001
H -2.95066 -5.04416 -4.30362 0.000
C 2.29669 4.80571 2.91480 0.009
C 1.59106 4.85818 1.72189 -0.005
C 1.45365 3.72659 0.93417 0.006
C 2.04770 2.52370 1.32129 -0.003
C 2.77196 2.47203 2.51262 0.006
C 2.88100 3.60684 3.30035 -0.004
H 2.39251 5.68756 3.53546 0.001
H 1.13138 5.78443 1.39973 0.000
H 0.88958 3.77357 0.01131 0.002
H 3.21912 1.53948 2.81890 -0.004
H 3.43932 3.55045 4.22693 0.000
O 2.06060 -0.27554 2.16862 0.182
C 2.03449 -0.00372 0.96458 0.210
N 1.90143 1.38878 0.50448 0.004
S 1.93081 1.55478 -1.16659 0.051
O 0.59344 1.85843 -1.63280 0.013
O 2.95102 2.49223 -1.55899 0.008
C 2.36334 -0.09757 -1.41253 0.140
C 2.75128 -0.68631 -2.60017 -0.100
C 3.08426 -2.03052 -2.59688 0.257
C 3.03833 -2.76409 -1.38193 -0.065
C 2.65116 -2.19586 -0.20237 0.147
C 2.26394 -0.82377 -0.18152 0.098
H 2.79831 -0.09966 -3.50935 -0.001
H 3.38293 -2.52013 -3.51313 0.027
H 3.31712 -3.81096 -1.39485 -0.002
H 2.62379 -2.76197 0.71910 0.014
```

ΔE to the lowest compared entry with this formula, charge and spin	0.0	kcal/mol
lowest unoccupied orbital energy (alpha / beta)	2.8 / 2.8	eV
Kohn-Sham gap (alpha / beta)	5.4 / 7.0	eV
highest occupied orbital energy (alpha / beta)	-2.6 / -4.2	eV
net charge	-1
multiplicity	3

---

Formula: C31H30I2N5NiO3PS
Source: the OMol25 dataset
Level of theory: ωB97M-V/def2-TZVPD

Geometry as XYZ:
```
74
Properties=species:S:1:pos:R:3:mulliken_spin:R:1
Ni 8.54289 10.09764 9.68576 1.632
I 8.05425 13.19425 5.94708 0.000
C 7.51138 13.54017 7.89261 0.005
C 6.71768 14.60469 8.34829 0.001
C 6.39747 14.75622 9.69732 0.000
I 5.24242 16.39629 10.27679 0.000
C 6.81221 13.78498 10.67106 0.007
C 6.48866 13.82084 12.05330 -0.007
C 6.90726 12.76918 12.85502 0.005
C 7.62402 11.69033 12.29022 -0.006
N 7.96747 11.61270 11.00320 0.069
C 7.63149 12.69557 10.20671 -0.012
C 8.08156 12.61277 8.82019 0.025
O 8.88506 11.64011 8.55288 0.064
H 6.34115 15.32773 7.63331 0.000
H 5.89469 14.63577 12.44350 0.000
H 6.69836 12.73331 13.91566 0.000
H 7.99678 10.90911 12.94342 -0.001
N 9.98668 8.72552 11.94251 0.005
P 10.58214 9.70884 10.65570 -0.025
C 11.67141 8.60042 9.78092 0.008
C 11.20768 7.30729 9.45785 0.005
C 12.02471 6.44175 8.72887 -0.006
C 13.29970 6.85527 8.29837 0.008
C 13.73952 8.14197 8.62657 -0.004
C 12.96643 8.99890 9.39321 0.009
C 11.63264 10.81330 11.59163 0.037
C 11.24932 12.15951 11.73157 0.005
C 12.06199 13.03636 12.43404 0.000
C 13.25594 12.61177 13.02976 0.000
C 13.60788 11.26189 12.91887 0.001
C 12.78614 10.35521 12.24216 -0.005
C 8.66531 8.35097 12.00877 0.005
C 8.20827 7.62540 13.15929 0.007
C 6.86874 7.26666 13.21953 -0.004
C 6.00576 7.61555 12.13592 0.005
C 6.51232 8.33492 11.06643 -0.010
N 7.83503 8.70566 10.99368 0.053
H 10.60320 8.40685 12.68672 0.000
H 10.19319 6.99790 9.72717 0.003
H 11.65676 5.45001 8.48928 0.000
H 13.92930 6.19546 7.70743 0.000
H 14.71358 8.46940 8.28045 0.000
H 13.32636 9.98423 9.61655 0.001
H 10.32058 12.50123 11.28873 -0.003
H 11.75851 14.07902 12.50791 0.000
H 13.89358 13.31705 13.54961 0.000
H 14.52644 10.90720 13.35567 0.000
H 13.06572 9.30889 12.18795 0.001
H 8.90306 7.41317 13.95788 0.000
H 6.47748 6.70956 14.05577 0.000
H 4.95512 7.32779 12.12963 0.001
H 5.87922 8.63514 10.22631 0.001
C 6.85816 8.73040 6.32132 0.004
C 7.45510 9.17752 7.69573 -0.014
O 6.73601 9.86814 8.47685 0.060
O 8.66150 8.85786 7.98646 0.062
H 5.77337 8.82981 6.32233 0.001
H 7.14240 7.69837 6.11659 0.000
H 7.24466 9.36159 5.52548 0.000
C 13.93135 10.48940 5.69622 0.000
N 13.17292 11.46878 6.48329 0.000
C 12.10597 11.25534 7.32780 0.003
S 11.95248 12.26616 8.71399 0.001
N 11.19055 10.30598 7.08527 0.004
C 11.04355 9.39091 5.95164 -0.002
H 14.93864 10.37941 6.08733 0.000
H 14.01164 10.82950 4.65848 0.000
H 13.45771 9.51548 5.70383 0.000
H 13.71746 12.28352 6.72574 0.000
H 10.44029 10.25599 7.77731 -0.001
H 11.31325 9.88518 5.01863 0.000
H 9.99599 9.07576 5.92319 0.001
H 11.65544 8.49004 6.07355 0.000
```

ΔE to the lowest compared entry with this formula, charge and spin	0.0	kcal/mol
lowest unoccupied orbital energy (alpha / beta)	0.1 / 0.1	eV
Kohn-Sham gap (alpha / beta)	6.9 / 6.9	eV
highest occupied orbital energy (alpha / beta)	-6.8 / -6.8	eV
multiplicity	3

---

Formula: C12H20O7Rb
Source: the OMol25 dataset
Level of theory: ωB97M-V/def2-TZVPD

Geometry as XYZ:
```
40
Properties=species:S:1:pos:R:3:mulliken_spin:R:1
Rb 0.64009 0.03296 -3.03608 0.002
C 4.33214 -3.14679 -2.67713 0.017
C 4.55350 -2.65116 -1.30386 0.000
C 3.29997 -1.85750 -0.93707 0.023
O 2.68731 -1.62762 -2.21879 0.697
C 3.55534 -2.01556 -3.27596 0.019
H 3.72417 -4.04436 -2.79043 0.005
H 5.26119 -3.30808 -3.22391 -0.002
H 5.42651 -1.99851 -1.30751 0.008
H 4.85041 -3.41526 -0.58546 0.002
H 3.60465 -0.92470 -0.46255 0.058
H 2.58824 -2.52106 -0.44592 0.051
H 4.13595 -1.17114 -3.64737 0.086
H 3.01036 -2.34658 -4.15999 0.033
C -1.11938 0.18862 4.18753 0.000
C -0.42086 -0.56765 2.99067 0.000
C -1.33061 -1.20153 2.04823 0.000
O -0.67811 -1.04920 0.80009 0.000
C 0.21279 -0.06337 0.84885 0.000
O 0.88097 0.36210 -0.11022 0.001
O 0.33098 0.29724 2.12970 0.000
H -1.65405 -0.49188 4.85021 0.000
H -1.82108 0.96821 3.89095 0.000
H -0.37887 0.69369 4.80772 0.000
H 0.25690 -1.30916 3.41363 0.000
H -2.28827 -0.68098 2.05241 0.000
H -1.55776 -2.23605 2.30565 0.000
C -3.66318 2.34080 1.20512 0.000
C -3.60708 2.29253 -0.29398 0.000
C -3.64648 3.68543 -0.87678 0.000
O -2.56994 3.65807 -1.83545 0.000
C -1.81359 2.68810 -1.70121 0.000
O -0.78175 2.56373 -2.37060 0.000
O -2.36611 1.86329 -0.77374 0.000
H -3.33146 1.41941 1.68377 0.000
H -4.69099 2.46644 1.54559 0.000
H -3.07443 3.16975 1.59794 0.000
H -4.36075 1.66450 -0.76900 0.000
H -3.60758 4.48790 -0.14016 0.000
H -4.58912 3.78538 -1.41489 0.000
```

lowest unoccupied orbital energy (alpha / beta)	-5.9 / -12.4	eV
Kohn-Sham gap (alpha / beta)	10.1 / 3.7	eV
highest occupied orbital energy (alpha / beta)	-16.1 / -16.1	eV
net charge	+2
multiplicity	2

---

Formula: C20H56O20S6
Source: the OMol25 dataset
Level of theory: ωB97M-V/def2-TZVPD

Geometry as XYZ:
```
102
Properties=species:S:1:pos:R:3:lowdin_charge:R:1
O 4.51642 0.94612 -3.10492 -0.297
S 3.54419 1.35826 -2.10929 0.596
O 3.50634 2.71588 -1.65554 -0.282
O 2.08602 0.92068 -2.59165 -0.277
C 2.01361 -0.41316 -3.29351 -0.196
C 2.32380 -0.20057 -4.76738 -0.069
C 3.80721 0.37759 -0.60947 -0.109
H 0.93819 -0.65812 -3.08520 0.127
H 2.64802 -1.15864 -2.80208 0.106
H 2.27297 -1.09449 -5.39465 0.083
H 3.35308 0.21300 -4.80057 0.072
H 1.58890 0.42711 -5.27256 0.062
H 3.12451 0.69174 0.16048 0.020
H 4.81838 0.58427 -0.23957 0.081
H 3.77921 -0.66840 -0.72908 0.037
O -4.14256 -2.67334 4.74614 -0.319
S -4.89761 -2.04599 3.63874 0.647
O -5.91015 -1.06347 4.05823 -0.301
O -3.86298 -1.46696 2.47805 -0.278
C -3.67679 0.02801 2.68204 -0.199
C -2.67140 0.40663 3.77047 -0.044
C -5.60710 -3.35033 2.78047 -0.141
H -4.67766 0.35871 2.64148 0.092
H -3.26966 0.34180 1.73447 0.097
H -3.08141 0.08368 4.71599 0.073
H -2.57534 1.48198 3.66206 0.074
H -1.64831 0.02662 3.64161 0.065
H -4.90458 -3.92203 2.29812 0.038
H -6.28097 -3.02278 2.00559 0.081
H -6.08238 -4.01354 3.53443 0.102
O -0.35324 2.08834 -4.95422 -0.264
S -1.42440 2.92982 -4.55476 0.516
O -2.57647 2.25570 -3.98703 -0.295
O -0.82942 3.87214 -3.48452 -0.269
C -1.63781 4.48052 -2.38378 -0.178
C -0.65768 5.20048 -1.44008 -0.046
C -1.92296 4.05454 -5.80108 -0.118
H -2.19203 3.67653 -1.97364 0.092
H -2.41796 5.11250 -2.83903 0.119
H -1.10632 5.56771 -0.56994 0.033
H -0.05041 5.99366 -1.94371 0.098
H 0.07658 4.40558 -1.16306 0.089
H -2.55575 3.42982 -6.43249 0.074
H -0.99832 4.39272 -6.30222 0.090
H -2.61120 4.76729 -5.30278 0.082
O -2.58426 -3.72009 -4.67656 -0.282
S -3.52007 -2.74199 -4.18586 0.550
O -4.90331 -2.76193 -4.58799 -0.279
O -3.53512 -2.98117 -2.64775 -0.240
C -2.24196 -2.91761 -1.94980 -0.254
C -2.39026 -3.36132 -0.53535 -0.052
C -2.95359 -1.09851 -4.39459 -0.138
H -1.77736 -1.93838 -2.02941 0.097
H -1.47554 -3.58379 -2.41311 0.126
H -2.91328 -4.29909 -0.48400 0.087
H -3.03862 -2.63932 -0.06408 0.068
H -1.43370 -3.38679 -0.02028 0.060
H -1.97200 -0.85709 -3.96487 0.061
H -3.70000 -0.38698 -4.02178 0.081
H -2.76750 -1.08399 -5.48677 0.089
O 0.91724 -5.43438 -0.45266 -0.233
S 1.38131 -4.13670 -0.11195 0.497
O 0.93780 -3.04642 -0.92624 -0.291
O 0.80363 -3.86522 1.29879 -0.240
C 1.18973 -2.63475 1.99351 -0.264
C 0.22011 -2.33155 3.07453 -0.045
C 3.06140 -3.91381 0.09305 -0.137
H 1.17045 -1.80411 1.28205 0.076
H 2.23491 -2.68485 2.33789 0.124
H 0.55310 -1.31077 3.29961 0.056
H 0.42993 -2.99706 3.92275 0.097
H -0.83561 -2.36934 2.83147 0.087
H 3.25624 -2.87184 0.36782 0.061
H 3.36751 -3.94227 -0.96740 0.090
H 3.52549 -4.67660 0.74859 0.103
O 2.19756 0.23616 2.14572 -0.319
S 2.86479 0.75298 3.37262 0.588
O 2.44333 0.38871 4.69403 -0.248
O 4.30442 0.24956 3.26269 -0.254
C 5.19563 0.32228 4.35629 -0.259
C 6.60351 -0.01829 3.95790 -0.047
C 3.04625 2.47744 3.22470 -0.108
H 4.72372 -0.30019 5.13012 0.132
H 5.16627 1.35883 4.66923 0.110
H 6.78435 -1.02431 3.64016 0.074
H 7.21569 0.23133 4.84854 0.102
H 6.94404 0.57863 3.13291 0.077
H 2.00346 2.84820 3.33878 0.086
H 3.35326 2.73703 2.18304 0.102
H 3.60939 2.85040 4.09736 0.085
C -1.19314 3.86407 1.55768 -0.202
O -1.93705 2.81855 1.03934 -0.117
H -1.68872 4.76703 1.24170 0.062
H -1.26373 3.85278 2.67864 0.089
H -0.14877 3.96837 1.32332 0.062
H -1.54310 1.95875 1.23417 0.012
C 0.09019 0.50104 0.02873 -0.064
O -0.44912 0.58627 1.40700 -0.177
H -0.74514 0.27084 -0.62577 0.089
H 0.37423 1.52509 -0.19767 0.077
H 0.94941 -0.22973 -0.02417 0.072
H 0.31800 0.76830 1.99283 0.054
```

ΔE to the lowest compared entry with this formula, charge and spin	0.0	kcal/mol
lowest unoccupied orbital energy	-0.2	eV
Kohn-Sham gap	10.1	eV
highest occupied orbital energy	-10.4	eV
multiplicity	1

---

Formula: CH2ClFO
Source: the OMol25 dataset
Level of theory: ωB97M-V/def2-TZVPD

Geometry as XYZ:
```
6
Properties=species:S:1:pos:R:3:lowdin_charge:R:1
C 1.58909 -0.04129 0.99161 -0.617
O -1.48781 -0.14398 -0.70096 -0.042
F 1.70686 -1.30947 0.77432 -0.031
Cl 1.46087 0.87117 -0.34941 0.735
H -0.97820 0.32500 -0.06431 -0.046
H -2.29081 0.29855 -0.65126 0.001
```

ΔE to the lowest compared entry with this formula, charge and spin	64.3	kcal/mol
lowest unoccupied orbital energy	-0.4	eV
Kohn-Sham gap	9.4	eV
highest occupied orbital energy	-9.8	eV
multiplicity	1

---

Formula: C19H23N3O3S
Source: the OMol25 dataset
Level of theory: ωB97M-V/def2-TZVPD

Geometry as XYZ:
```
49
Properties=species:S:1:pos:R:3:lowdin_charge:R:1
C 3.39220 2.11384 -2.31226 -0.367
H 2.66152 2.87612 -2.05591 0.017
H 3.89451 2.34252 -3.24808 0.036
H 4.11935 2.00879 -1.51346 0.034
S 2.56152 0.51330 -2.46158 0.831
C 1.53962 0.78640 -3.95093 -0.458
C 0.29071 1.63030 -3.71660 -0.182
C -0.50027 1.22880 -2.46474 -0.228
N -0.59067 -0.20114 -2.30861 0.117
C -1.68707 -0.80091 -1.79143 -0.579
O -2.72972 -0.24766 -1.54132 0.117
O -1.44451 -2.11758 -1.59274 0.009
C -2.44045 -2.79711 -0.82874 -0.117
C -2.41774 -2.33131 0.60511 -0.210
C -3.58463 -1.96946 1.26188 -0.034
C -3.53596 -1.51415 2.56821 -0.077
C -2.32193 -1.41338 3.22609 -0.083
C -1.15368 -1.77110 2.57452 -0.077
C -1.20063 -2.22475 1.26878 -0.034
H -0.28766 -2.49726 0.75811 0.120
H -0.20357 -1.70140 3.08266 0.090
H -2.28492 -1.05662 4.24488 0.101
H -4.44883 -1.23214 3.07157 0.103
H -4.53082 -2.03665 0.74641 0.116
H -3.42636 -2.62495 -1.27184 0.129
H -2.17681 -3.85491 -0.90653 0.138
H 0.26703 -0.73212 -2.33231 0.114
H -1.53056 1.59832 -2.55326 0.164
C 0.08403 1.93679 -1.22411 -0.469
O 0.62827 3.02119 -1.30514 0.033
N -0.10783 1.29435 -0.06005 0.092
H -0.64181 0.44047 -0.03220 0.128
C 0.32925 1.83449 1.20451 -0.112
C 1.15851 0.85579 1.98665 -0.190
C 1.94782 -0.10408 1.35792 -0.108
N 2.68073 -0.98742 2.00990 0.070
C 2.67991 -0.95513 3.33090 -0.163
C 1.94621 -0.03466 4.06500 -0.070
C 1.16886 0.88131 3.37659 -0.039
H 0.57309 1.60934 3.90957 0.116
H 1.97548 -0.03946 5.14375 0.101
H 3.29407 -1.70104 3.81798 0.102
H 1.99741 -0.16283 0.27811 0.076
H -0.53785 2.14362 1.80144 0.133
H 0.91913 2.72833 0.96869 0.135
H 0.56702 2.67879 -3.58837 0.111
H -0.34336 1.54664 -4.60094 0.119
H 1.27428 -0.21310 -4.29600 0.069
H 2.17714 1.25280 -4.70207 0.077
```

ΔE to the lowest compared entry with this formula, charge and spin	17.3	kcal/mol
lowest unoccupied orbital energy	0.7	eV
Kohn-Sham gap	9.4	eV
highest occupied orbital energy	-8.7	eV
multiplicity	1